DFT (the ωB97M-V functional and the def2-TZVPD basis) results for a cluster of 4 separate species, C5H16NO5 in total.

Summary:
- Total energy: -17163.838 eV
- LUMO energy: -2.80 eV
- Largest force on an atom: 0.1370 Eh/bohr
- M: 170.19 g/mol
- HOMO-LUMO gap: 0.3547 Ha

Structure (ORCA input):
```
! RIJCOSX wB97M-V def2-TZVPD def2/J DEFGRID3
* xyz 1 1
O 0.11288 1.92864 2.60767
O -1.94845 -1.54665 0.74910
O -1.18108 1.13884 -3.74417
O -1.03569 -0.79251 3.67663
O -0.91418 0.67501 -1.51857
N 0.55510 -0.56447 1.53853
C 1.60073 -0.21737 -2.15438
C -0.39522 0.70312 -2.64426
C 1.24742 0.05241 -0.69551
C 0.94534 0.64356 -3.16590
C 1.33086 -0.82857 0.32665
H -2.01336 -0.57682 3.75495
H 0.97444 1.09293 -0.37935
H 0.95642 0.17093 -4.24755
H -2.86796 -1.85974 0.98305
H 0.16879 -1.56777 1.88774
H 2.82317 -0.06072 -1.98043
H 1.53134 -1.41490 -2.37130
H -0.95443 -1.32499 4.58170
H -0.35412 -0.11025 1.20432
H 0.95477 -0.02388 2.32015
H 1.93079 -1.68992 0.31790
H 1.39177 1.70874 -3.21100
H -0.25372 2.82019 2.43379
H -2.10374 1.27300 -3.48267
H -2.16252 -1.25394 -0.13161
H -0.33934 1.62515 3.34454
*
```